{"formula": "C4H12N2O", "method": "the ωB97M-V functional and the def2-TZVPD basis", "s_squared": 0.759, "charge": 1, "spin_multiplicity": 2, "gap_ha": [0.353, 0.231], "homo_ev": [-13.82, -13.82], "symbols": ["C", "C", "C", "C", "N", "N", "H", "H", "H", "H", "H", "H", "H", "H", "H", "H", "H", "H", "O"], "xyz": [[-1.706, 1.580, -0.923], [-0.833, 1.829, 0.328], [0.284, 0.888, 0.559], [0.294, -0.438, 0.094], [1.134, -1.383, 0.494], [-2.832, 0.662, -0.624], [-1.097, 1.325, -1.798], [-2.189, 2.538, -1.084], [-0.431, 2.844, 0.315], [-1.565, 1.779, 1.151], [1.034, 1.087, 1.322], [-0.583, -0.752, -0.457], [0.704, -2.276, 0.710], [1.865, -1.187, 1.173], [-3.362, 0.624, -1.495], [-2.502, -0.298, -0.546], [3.527, -2.281, 0.314], [3.982, -3.668, 0.021], [4.278, -2.873, 0.446]], "forces_ev_per_angstrom": [[-0.2, 0.1, 0.8], [-0.1, -0.4, -0.9], [0.0, -0.6, 0.5], [-0.7, 0.6, 0.4], [-0.4, 0.0, 1.0], [0.8, -0.2, -0.9], [0.0, 0.0, 0.0], [0.1, 0.1, -0.4], [0.0, 0.0, 0.2], [0.4, 0.0, 0.3], [0.1, 0.5, -0.2], [0.3, -0.3, -0.3], [0.2, -0.4, -0.8], [0.0, 0.4, -0.2], [-0.4, 0.1, 0.3], [-0.1, 0.1, 0.2], [0.4, 0.0, -0.1], [0.0, -0.9, -0.4], [-0.4, 0.8, 0.4]], "nbo_charge": [-0.236, -0.518, 0.064, 0.113, -0.618, -0.803, 0.184, 0.232, 0.274, 0.303, 0.220, 0.222, 0.434, 0.420, 0.377, 0.329, 0.435, 0.473, -0.905]}

---

{"formula": "C4H12N2O", "method": "the ωB97M-V functional and the def2-TZVPD basis", "s_squared": 0.761, "charge": 1, "spin_multiplicity": 2, "gap_ha": [0.277, 0.195], "homo_ev": [-13.08, -12.95], "symbols": ["C", "C", "C", "C", "N", "N", "H", "H", "H", "H", "H", "H", "H", "H", "H", "H", "H", "H", "O"], "xyz": [[1.191, -0.736, -0.007], [0.772, -0.566, 1.464], [0.836, 0.886, 1.972], [-0.412, 2.759, 0.785], [0.333, 1.771, 0.896], [0.287, -1.578, -0.770], [2.146, -1.254, 0.097], [1.430, 0.236, -0.470], [-0.135, -1.077, 1.804], [1.515, -1.098, 2.064], [1.869, 1.191, 2.143], [0.220, 1.110, 2.828], [-0.116, 3.670, 0.262], [-1.443, 2.702, 1.158], [0.505, -1.381, -1.741], [-0.649, -1.219, -0.703], [-2.374, -1.487, -4.556], [-3.456, -2.040, -3.531], [-2.519, -1.889, -3.693]], "forces_ev_per_angstrom": [[0.3, -0.6, 0.9], [0.6, -0.1, 1.1], [-0.6, -1.0, -1.8], [-0.3, -0.3, -0.4], [0.5, 0.9, 1.4], [0.4, 0.8, -0.4], [0.1, 0.0, -0.7], [-0.2, 0.1, 0.1], [-0.3, 0.4, -0.7], [0.0, 0.1, 0.1], [0.0, 0.2, 0.0], [-0.1, 0.1, 0.5], [0.1, -0.1, -0.3], [0.0, 0.1, 0.2], [0.1, -0.7, -0.3], [-0.6, 0.0, 0.3], [-0.5, -0.2, 0.1], [0.1, 0.2, -0.5], [0.5, 0.0, 0.4]], "nbo_charge": [-0.226, -0.440, -0.245, 0.049, -0.015, -0.774, 0.215, 0.170, 0.246, 0.246, 0.271, 0.254, 0.269, 0.259, 0.369, 0.350, 0.480, 0.481, -0.960]}